Entry 1:
The following is a quantum chemistry calculation of C29H35Cl5MgN11O2P as an isolated structure, from the OMol25 dataset.

Last column: Löwdin charge in e.
Element x y z (Å)
1 Mg -0.524 -0.546 0.715  0.55
2 C -3.439 -1.651 0.278  -0.11
3 N -2.456 -1.990 1.303  -0.09
4 C -2.045 -3.392 1.338  -0.10
5 C -0.551 -3.512 1.280  -0.29
6 N 0.259 -2.550 0.913  0.11
7 C 1.530 -3.111 0.917  -0.20
8 C 2.753 -2.568 0.531  -0.03
9 C 3.870 -3.376 0.608  -0.08
10 C 3.780 -4.702 1.061  -0.07
11 C 2.570 -5.262 1.420  0.01
12 C 1.452 -4.441 1.327  -0.17
13 N 0.103 -4.664 1.554  0.19
14 C -2.735 -1.634 -1.039  -0.29
15 N -1.462 -1.340 -1.139  0.11
16 C -1.150 -1.499 -2.488  -0.22
17 C 0.064 -1.356 -3.160  -0.03
18 C 0.070 -1.577 -4.522  -0.07
19 C -1.099 -1.938 -5.213  -0.07
20 C -2.304 -2.097 -4.559  0.00
21 C -2.299 -1.873 -3.187  -0.17
22 N -3.295 -1.959 -2.225  0.20
23 H -3.819 -0.650 0.500  0.13
24 H -4.294 -2.337 0.246  0.14
25 H -2.809 -1.702 2.206  0.10
26 H -2.458 -3.933 0.481  0.14
27 H -2.418 -3.896 2.234  0.14
28 H 2.786 -1.561 0.133  0.08
29 H 4.834 -3.000 0.293  0.10
30 H 4.676 -5.304 1.108  0.11
31 H 2.502 -6.292 1.741  0.12
32 H -0.321 -5.529 1.848  0.18
33 H 0.970 -1.098 -2.628  0.10
34 H 0.996 -1.486 -5.073  0.11
35 H -1.050 -2.107 -6.279  0.11
36 H -3.199 -2.389 -5.090  0.12
37 H -4.253 -2.230 -2.374  0.18
38 Cl -2.743 2.309 0.108  0.70
39 C -2.381 1.922 1.785  -0.66
40 C -1.655 0.773 2.032  -0.24
41 C -1.505 0.496 3.377  -0.66
42 Cl -0.653 -1.011 3.813  0.72
43 C -1.960 1.297 4.420  -0.70
44 Cl -1.709 0.868 6.077  0.70
45 C -2.633 2.476 4.106  -0.70
46 Cl -3.193 3.510 5.351  0.72
47 C -2.859 2.790 2.764  -0.70
48 Cl -3.713 4.221 2.361  0.72
49 N 3.718 0.975 0.394  0.12
50 C 3.351 1.852 1.547  -0.17
51 P 1.900 1.174 2.454  0.44
52 O 1.175 2.331 3.040  -0.29
53 O 1.311 0.176 1.504  -0.39
54 C 2.586 0.320 3.969  -0.17
55 N 1.736 0.797 5.099  0.12
56 H 2.874 0.950 -0.259  0.08
57 H 3.903 0.016 0.692  0.13
58 H 4.532 1.325 -0.114  0.17
59 H 3.031 2.812 1.140  0.11
60 H 4.217 2.020 2.184  0.11
61 H 3.602 0.665 4.164  0.10
62 H 2.568 -0.765 3.927  0.10
63 H 0.892 0.213 5.201  0.06
64 H 1.396 1.742 4.810  0.13
65 H 2.223 0.827 5.995  0.17
66 C -1.930 4.115 -3.282  -0.07
67 C -0.503 4.203 -3.814  -0.40
68 C 0.374 5.065 -2.912  -0.06
69 C 0.126 2.831 -4.059  -0.08
70 N 0.385 2.096 -2.815  -0.06
71 C -0.461 1.506 -1.971  -0.16
72 N 0.227 0.988 -0.979  0.03
73 N 1.509 1.274 -1.253  -0.04
74 N 1.617 1.937 -2.343  0.11
75 H -2.408 5.092 -3.328  0.09
76 H -1.947 3.812 -2.232  0.04
77 H -2.541 3.422 -3.862  0.09
78 H -0.536 4.662 -4.806  0.15
79 H 0.401 4.669 -1.894  0.08
80 H -0.024 6.077 -2.853  0.09
81 H 1.398 5.129 -3.283  0.08
82 H 1.099 2.930 -4.536  0.13
83 H -0.507 2.196 -4.678  0.14
84 H -1.526 1.468 -2.097  0.10

Results
LUMO energy   -4.5 eV
Frontier orbital gap   8.540 eV
Spin multiplicity   1
Charge   +2

=====

Entry 2:
The following is a quantum chemistry calculation of C29H35F3FeN4O2P2 as an isolated structure at a distorted geometry, from the OMol25 dataset.

Last column: Löwdin spin population.
Element x y z (Å)
1 Fe -1.327 2.039 2.008  3.56
2 C 1.724 -5.424 -1.965  0.00
3 C 2.436 -4.311 -1.759  0.00
4 C 2.973 -3.304 -2.743  0.00
5 C 2.356 -3.298 -4.159  0.00
6 C 0.869 -3.036 -4.156  0.00
7 C -0.136 -3.902 -3.978  0.00
8 C -0.106 -5.389 -3.739  0.00
9 C 1.230 -6.005 -3.268  0.00
10 C -3.097 3.183 2.107  0.14
11 H 1.428 -5.982 -1.076  0.00
12 H 2.677 -4.076 -0.722  0.00
13 H 4.063 -3.436 -2.832  0.00
14 H 2.837 -2.306 -2.302  0.00
15 H 2.847 -2.501 -4.729  0.00
16 H 2.596 -4.229 -4.676  0.00
17 H 0.589 -1.990 -4.289  0.00
18 H -1.143 -3.486 -4.006  0.00
19 H -0.431 -5.906 -4.656  0.00
20 H -0.876 -5.618 -2.989  0.00
21 H 1.065 -7.080 -3.129  0.00
22 H 1.981 -5.916 -4.055  0.00
23 H -3.714 2.908 2.981  0.02
24 H -3.706 3.060 1.188  0.01
25 H -2.811 4.252 2.193  0.01
26 P -1.291 2.060 -0.299  0.03
27 P 0.634 0.840 1.790  0.03
28 N -2.616 1.321 -1.139  0.01
29 N -1.211 3.563 -1.193  0.00
30 N 0.452 -0.890 1.780  0.00
31 N 1.988 1.107 2.846  0.01
32 C 0.203 1.130 -0.938  0.01
33 C 1.339 1.162 0.098  -0.01
34 C -3.612 0.586 -0.487  0.00
35 C -4.389 -0.023 -1.451  0.00
36 C -3.857 0.341 -2.733  0.00
37 C -2.766 1.160 -2.520  0.00
38 C -2.115 4.611 -1.010  0.00
39 C -1.590 5.741 -1.607  0.00
40 C -0.311 5.390 -2.149  0.00
41 C -0.093 4.054 -1.872  0.00
42 C -0.538 -1.530 2.534  0.00
43 C -0.424 -2.890 2.330  0.00
44 C 0.666 -3.102 1.424  0.00
45 C 1.190 -1.866 1.100  0.00
46 C 3.162 0.360 2.962  0.00
47 C 4.032 1.059 3.778  0.00
48 C 3.382 2.276 4.166  0.00
49 C 2.129 2.286 3.585  0.00
50 H 0.520 1.513 -1.926  0.00
51 H -0.158 0.092 -1.080  0.00
52 H 2.148 0.455 -0.161  0.00
53 H 1.792 2.170 0.173  0.00
54 H -3.652 0.580 0.605  0.00
55 H -5.259 -0.656 -1.260  0.00
56 H -4.247 0.044 -3.709  0.00
57 H -2.093 1.671 -3.211  0.00
58 H -3.056 4.438 -0.484  0.00
59 H -2.079 6.715 -1.663  0.00
60 H 0.370 6.045 -2.698  0.00
61 H 0.756 3.409 -2.101  0.00
62 H -1.228 -0.932 3.132  0.00
63 H -1.063 -3.657 2.776  0.00
64 H 1.023 -4.063 1.043  0.00
65 H 2.015 -1.595 0.443  0.00
66 H 3.250 -0.617 2.486  0.00
67 H 5.026 0.722 4.083  0.00
68 H 3.785 3.054 4.820  0.00
69 H 1.307 3.002 3.622  0.00
70 F 0.099 3.367 6.652  0.00
71 C -1.112 2.896 6.178  0.00
72 F -1.268 1.578 6.566  0.00
73 F -2.137 3.652 6.715  0.00
74 C -1.139 3.008 4.689  0.01
75 O -0.999 4.185 4.123  0.03
76 O -1.290 1.935 3.942  0.10

Results
LUMO energy (spin up / spin down)   -0.4 / -0.7 eV
Frontier orbital gap (spin up / spin down)   6.566 / 8.108 eV
Spin multiplicity   5
Energy relative to the best compared isomer or geometry (same formula, charge and spin)   0.000 eV

=====

Entry 3:
The following is a quantum chemistry calculation of C29H35IrN5O2PS3 as an isolated structure, from the OMol25 dataset.

Last column: Löwdin spin population.
Element x y z (Å)
1 Ir 0.313 0.925 -0.294  0.19
2 S 4.444 1.990 -1.431  0.00
3 C 4.445 0.309 -1.121  0.00
4 C 3.224 -0.166 -0.738  0.00
5 C 2.233 0.858 -0.682  0.00
6 C 2.771 2.075 -1.043  0.00
7 C 1.921 3.230 -0.974  0.00
8 C 2.281 4.553 -1.231  0.00
9 C 1.350 5.554 -1.062  0.00
10 C 0.066 5.230 -0.630  0.00
11 C -0.239 3.908 -0.397  0.00
12 N 0.659 2.931 -0.568  0.01
13 H 5.362 -0.248 -1.234  0.00
14 H 3.050 -1.197 -0.469  0.00
15 H 3.289 4.772 -1.557  0.00
16 H 1.616 6.584 -1.259  0.00
17 H -0.688 5.989 -0.478  0.00
18 H -1.213 3.578 -0.063  0.00
19 S -0.055 0.733 -2.502  0.71
20 N 0.324 -1.123 0.324  0.00
21 S -0.302 -2.581 0.002  0.00
22 C -0.075 -2.888 -1.726  0.01
23 C -0.932 -3.829 -2.285  0.00
24 C -0.781 -4.162 -3.621  0.01
25 C 0.211 -3.552 -4.381  0.00
26 C 1.060 -2.619 -3.807  0.01
27 C 0.927 -2.284 -2.465  0.02
28 C 0.857 -3.765 0.684  0.00
29 C 2.029 -4.150 0.047  0.00
30 C 2.886 -5.025 0.695  0.00
31 C 2.572 -5.504 1.962  0.00
32 C 1.397 -5.117 2.587  0.00
33 C 0.529 -4.245 1.944  0.00
34 H 0.191 -1.022 1.326  0.00
35 H -1.706 -4.291 -1.685  0.00
36 H -1.439 -4.894 -4.069  0.00
37 H 0.323 -3.813 -5.426  0.00
38 H 1.838 -2.148 -4.394  0.00
39 H 1.609 -1.587 -2.003  0.01
40 H 2.268 -3.783 -0.942  0.00
41 H 3.799 -5.340 0.208  0.00
42 H 3.245 -6.191 2.458  0.00
43 H 1.149 -5.498 3.569  0.00
44 H -0.401 -3.947 2.415  0.00
45 N -4.317 2.055 1.993  0.00
46 C -4.341 2.387 0.568  0.00
47 P -3.344 1.130 -0.273  0.00
48 O -3.937 -0.232 -0.072  0.00
49 O -1.894 1.355 0.075  0.00
50 C -3.602 1.399 -2.093  0.01
51 N -3.367 0.037 -2.656  0.00
52 H -4.711 1.131 2.132  0.00
53 H -4.876 2.710 2.524  0.00
54 H -1.587 1.981 2.245  0.00
55 H -3.884 3.367 0.415  0.00
56 H -5.342 2.400 0.118  0.00
57 H -2.901 2.101 -2.539  0.01
58 H -4.629 1.688 -2.309  0.00
59 H -3.797 -0.114 -3.564  0.00
60 H -3.736 -0.620 -1.940  0.00
61 H -2.311 -0.084 -2.712  0.00
62 C -1.619 -0.098 2.693  0.00
63 C -0.897 1.244 2.674  0.00
64 C -0.485 1.714 4.020  0.00
65 C 0.813 2.019 3.996  0.00
66 C 1.292 1.747 2.644  0.01
67 C 2.704 1.995 2.251  0.00
68 N 0.345 1.299 1.874  0.00
69 H -2.534 0.011 3.276  0.00
70 H -1.008 -0.870 3.171  0.00
71 H -1.897 -0.406 1.688  0.00
72 H -1.165 1.780 4.858  0.00
73 H 1.429 2.399 4.796  0.00
74 H 3.342 1.963 3.133  0.00
75 H 2.796 2.991 1.811  0.00
76 H 3.053 1.272 1.521  0.00

Results
LUMO energy (spin up / spin down)   -2.0 / -3.3 eV
Frontier orbital gap (spin up / spin down)   7.927 / 6.509 eV
Spin multiplicity   2
Charge   +1
Energy relative to the best compared isomer or geometry (same formula, charge and spin)   0.000 eV

=====

Entry 4:
The following is a quantum chemistry calculation of C29H35MoN4O7S3 as an isolated structure, from the OMol25 dataset.

Last column: Löwdin charge in e.
Element x y z (Å)
1 Mo 0.612 -0.770 -0.120  1.25
2 C -1.428 -4.577 -0.193  -0.06
3 O -2.237 -4.192 0.930  -0.09
4 C -1.569 -3.707 2.011  -0.23
5 C -1.869 -4.227 3.258  0.00
6 C -1.200 -3.785 4.394  -0.10
7 C -0.200 -2.841 4.271  -0.06
8 C 0.110 -2.287 3.027  -0.13
9 C 1.220 -1.351 2.931  -0.06
10 N 1.571 -0.757 1.858  -0.10
11 N 2.700 0.045 1.963  0.10
12 C 2.807 0.761 0.895  -0.46
13 O 1.997 0.661 -0.124  -0.29
14 C 3.897 1.756 0.782  -0.13
15 C 4.090 2.423 -0.423  -0.01
16 C 5.100 3.367 -0.540  -0.09
17 C 5.919 3.649 0.544  -0.10
18 C 5.725 2.983 1.749  -0.09
19 C 4.717 2.042 1.869  -0.03
20 C -0.615 -2.682 1.896  -0.23
21 O -0.415 -2.132 0.704  -0.29
22 H -2.007 -5.318 -0.741  0.09
23 H -1.204 -3.728 -0.833  0.05
24 H -0.489 -5.020 0.147  0.10
25 H -2.629 -4.997 3.315  0.12
26 H -1.444 -4.202 5.362  0.10
27 H 0.361 -2.517 5.140  0.11
28 H 1.812 -1.164 3.824  0.13
29 H 3.442 2.190 -1.258  0.12
30 H 5.247 3.883 -1.481  0.10
31 H 6.706 4.387 0.452  0.09
32 H 6.360 3.205 2.598  0.10
33 H 4.545 1.519 2.800  0.11
34 C 2.729 -3.233 -3.606  -0.14
35 C 1.880 -2.301 -2.778  -0.77
36 S 2.185 -2.304 -1.050  0.60
37 C 0.973 -1.488 -3.333  -0.75
38 C 0.725 -1.439 -4.819  -0.13
39 S -0.023 -0.430 -2.341  0.60
40 H 3.467 -3.736 -2.983  0.05
41 H 3.261 -2.694 -4.395  0.07
42 H 2.116 -3.999 -4.090  0.07
43 H 0.701 -2.440 -5.255  0.07
44 H 1.508 -0.872 -5.333  0.08
45 H -0.227 -0.956 -5.035  0.05
46 C -2.190 3.305 3.240  -0.08
47 C -1.306 4.070 2.263  -0.18
48 C -1.119 3.354 0.914  -0.31
49 C -0.220 4.199 -0.008  -0.16
50 C 0.063 3.540 -1.355  -0.07
51 C -2.482 3.219 0.278  -0.44
52 O -3.193 4.171 0.022  0.08
53 N -2.896 1.939 0.051  0.22
54 C -2.099 0.780 0.075  -0.54
55 O -2.625 -0.255 -0.299  0.00
56 N -0.821 0.863 0.545  0.05
57 C -0.395 2.021 1.152  -0.44
58 O 0.614 2.057 1.830  0.07
59 H -2.232 3.815 4.204  0.07
60 H -1.802 2.299 3.416  0.08
61 H -3.213 3.215 2.868  0.08
62 H -0.311 4.208 2.686  0.12
63 H -1.733 5.054 2.056  0.12
64 H 0.715 4.368 0.530  0.12
65 H -0.713 5.164 -0.148  0.12
66 H 0.607 2.600 -1.236  0.05
67 H 0.665 4.198 -1.983  0.07
68 H -0.861 3.324 -1.897  0.08
69 H -3.810 1.813 -0.358  0.16
70 C -4.416 -2.601 -1.356  -0.25
71 S -3.104 -2.576 -2.582  0.78
72 C -3.605 -1.049 -3.378  -0.27
73 O -3.418 -3.670 -3.556  -0.57
74 H -5.375 -2.607 -1.875  0.05
75 H -4.301 -1.733 -0.706  0.03
76 H -4.290 -3.512 -0.775  0.04
77 H -3.554 -0.245 -2.647  0.03
78 H -4.610 -1.190 -3.778  0.05
79 H -2.895 -0.862 -4.182  0.04

Results
LUMO energy (spin up / spin down)   2.1 / 1.8 eV
Frontier orbital gap (spin up / spin down)   6.600 / 6.409 eV
Spin multiplicity   1
Charge   -1
Energy relative to the best compared isomer or geometry (same formula, charge and spin)   0.000 eV

=====

Q: Among the records above, which one has the highest spin multiplicity?
A: C29H35F3FeN4O2P2